Entry 1:
ORCA calculation (the ωB97M-V functional and the def2-TZVPD basis) on C26H21F4N4O9SbSe4Tc as an isolated structure in a non-equilibrium geometry.

Output
Expectation value of S² = 3.787
E_HOMO (spin up / spin down) = -0.0255 / -0.0249 hartree
Frontier orbital gap (spin up / spin down) = 0.136 / 0.135 Ha

```
! RIJCOSX wB97M-V def2-TZVPD def2/J DEFGRID3
* xyz -2 4
Tc -2.2104 0.6365 -2.0656
O -4.4786 1.7826 -5.8072
C -3.9178 1.5236 -4.7594
O -2.6900 1.6477 -4.4707
C -4.7185 0.9607 -3.5825
C -5.9627 0.3719 -3.6345
C -6.4547 -0.2715 -2.4981
C -5.6933 -0.2831 -1.3482
C -4.4563 0.3350 -1.3909
N -4.0051 0.9617 -2.4482
C -3.5699 0.3946 -0.2311
O -3.9280 0.0331 0.8888
O -2.5620 1.1679 -0.3970
H -6.5010 0.3953 -4.5694
H -7.4100 -0.7813 -2.5263
H -5.9710 -0.7780 -0.4296
F 2.3897 2.7817 1.0157
C 1.9593 1.5214 1.2517
C 0.9265 1.0136 0.5097
C 0.3509 -0.2049 0.8820
C -0.6231 -0.8351 0.0617
O -0.6598 -0.4971 -1.1838
C -1.5107 -1.7776 0.6266
C -1.2303 -2.2083 1.8824
N -0.0967 -1.8329 2.5734
C 0.0746 -2.3581 3.8938
C -1.0786 -2.2800 4.8521
C 0.1307 -1.4258 5.0703
C 0.7267 -0.8237 2.0933
C 1.9059 -0.3966 2.6974
C 2.5766 0.7553 2.2457
N 3.8532 1.0501 2.7981
C 4.9077 0.2070 2.2805
C 5.2131 0.5150 0.8005
N 5.1036 1.9708 0.5695
C 5.3184 2.8019 1.7562
C 4.3224 2.4189 2.8791
C -2.7588 -2.1257 -0.1707
O -3.4453 -3.0867 0.1248
O -2.9961 -1.3162 -1.1310
H 0.5312 1.5714 -0.3440
H -1.9070 -2.8780 2.3891
H 0.6946 -3.2517 3.9316
H -1.2658 -3.1134 5.5153
H -1.9803 -1.7955 4.5064
H 0.7967 -1.6639 5.8890
H 0.0469 -0.3677 4.8708
H 2.3295 -0.9534 3.5183
H 4.6203 -0.8366 2.3916
H 5.7978 0.3822 2.8923
H 4.4994 0.0457 0.1243
H 6.2123 0.1697 0.5438
H 4.1615 2.1808 0.1321
H 5.6554 2.2593 -0.2520
H 5.1610 3.8359 1.4580
H 6.3434 2.6674 2.1027
H 3.4776 3.1003 2.8840
H 4.8280 2.5287 3.8491
Se 3.3754 2.3381 -2.0061
Sb 1.4935 2.1673 -3.5453
Se -0.5153 1.3578 -2.8608
Se 2.9084 0.8412 -4.9698
Se 1.6408 4.4915 -4.1320
F -2.8529 -3.1621 -4.2089
C -1.5247 -2.9978 -4.1417
F -1.0350 -3.4373 -5.3103
F -1.0773 -3.8500 -3.2034
C -1.1320 -1.5380 -3.8037
O 0.0354 -1.2171 -3.7909
O -2.1526 -0.8365 -3.5366
*
```

Atom charges from the natural (NBO) analysis, given in e for atoms 1 to 5: 0.89, -0.70, 0.73, -0.71, 0.16

=====

Entry 2:
ORCA calculation (the ωB97M-V functional and the def2-TZVPD basis) on a 9-piece molecular cluster, C36H68O11 overall in a non-equilibrium geometry.

Output
Structure (SMILES) = O=C1CCCO1.O=C1CCCO1.C1CCOC1.C1CCOC1.C1CCOC1.C1CCOC1.C1CCOC1.C1CCOC1.C1CCOC1
Energy relative to the best compared isomer or geometry (same formula, charge and spin) = 50.5 kcal/mol
E_HOMO = -0.3493 hartree
Frontier orbital gap = 0.363 Ha

```
! RIJCOSX wB97M-V def2-TZVPD def2/J DEFGRID3
* xyz 0 1
O -4.8972 1.1322 0.2832
C -4.4051 1.8866 -0.5589
C -3.9057 3.2732 -0.3340
C -3.0240 3.5244 -1.5509
C -3.5940 2.5767 -2.6026
O -4.3635 1.6289 -1.8728
H -4.7560 3.9551 -0.3257
H -3.4356 3.3693 0.6447
H -3.0612 4.5767 -1.8327
H -1.9785 3.2588 -1.3941
H -4.0573 3.1126 -3.4310
H -2.7635 1.9779 -2.9766
O 6.5611 -2.0557 -2.7312
C 5.4089 -1.7060 -2.4497
C 4.8642 -0.2796 -2.5304
C 3.3386 -0.5598 -2.5131
C 3.1792 -1.9624 -1.9346
O 4.4359 -2.5277 -2.1722
H 5.2562 0.3047 -1.6980
H 5.1259 0.2570 -3.4424
H 2.8209 0.2199 -1.9544
H 2.9610 -0.4096 -3.5246
H 3.1276 -1.9615 -0.8458
H 2.3066 -2.4977 -2.3089
C 4.8365 -0.7679 4.7439
C 3.6020 -0.3551 4.0191
C 3.1291 -1.6263 3.3451
O 3.7224 -2.7518 4.0079
C 4.4612 -2.2002 5.1111
H 5.1883 -0.1496 5.5698
H 5.7058 -0.8407 4.0903
H 3.8236 0.4626 3.3333
H 2.9493 0.0856 4.7726
H 3.4183 -1.6387 2.2943
H 2.0441 -1.7265 3.3757
H 5.2990 -2.8214 5.4278
H 3.7650 -2.2123 5.9497
C 0.2683 2.3261 -4.6099
C 1.2672 3.3053 -5.1279
C 2.4920 2.9806 -4.3002
O 2.0143 2.8071 -2.9809
C 0.7145 2.1605 -3.1061
H 0.2642 1.4076 -5.1968
H -0.6758 2.8707 -4.5988
H 0.8589 4.3005 -4.9518
H 1.5928 3.1550 -6.1572
H 3.2862 3.7257 -4.3474
H 2.9891 2.0412 -4.5422
H -0.0413 2.5562 -2.4277
H 0.7400 1.0873 -2.9175
C -1.9479 -2.4142 -4.5752
C -2.3428 -2.3248 -6.0310
C -2.4219 -0.7636 -6.2649
O -2.5115 -0.2035 -4.9604
C -2.0410 -1.0486 -3.9453
H -0.8959 -2.6980 -4.5447
H -2.5139 -3.1561 -4.0117
H -3.3353 -2.7615 -6.1427
H -1.6535 -2.8531 -6.6897
H -3.3210 -0.5908 -6.8565
H -1.5842 -0.2859 -6.7729
H -2.7573 -1.1686 -3.1326
H -1.0301 -0.7411 -3.6776
C 1.0726 4.5770 1.1689
C 1.7447 3.9405 2.3675
C 2.3331 5.1467 3.0785
O 2.6672 6.1119 2.0501
C 1.9929 5.7615 0.8446
H 0.1198 5.0004 1.4867
H 0.8366 3.8981 0.3495
H 2.5864 3.3453 2.0134
H 1.1189 3.3017 2.9908
H 3.1989 4.7540 3.6116
H 1.6934 5.6192 3.8239
H 2.7700 5.3931 0.1748
H 1.4170 6.6340 0.5362
C -1.4143 0.9367 0.6081
C -0.1299 0.7586 1.4141
C 0.8747 0.1888 0.4580
O 0.0552 -0.5890 -0.4664
C -1.2889 -0.3185 -0.2880
H -1.4159 1.8783 0.0589
H -2.2896 0.8829 1.2554
H -0.3164 0.0537 2.2244
H 0.1816 1.6519 1.9555
H 1.5113 -0.4971 1.0169
H 1.4153 0.9552 -0.0974
H -1.7296 -1.2607 0.0378
H -1.6839 -0.0414 -1.2654
C 0.4654 -3.8437 4.5740
C -0.5168 -2.9379 3.7870
C -1.6486 -2.8888 4.7321
O -0.9971 -2.8131 5.9933
C 0.2681 -3.4385 5.9883
H 1.5152 -3.9671 4.3081
H 0.1529 -4.8822 4.4647
H -0.8021 -3.3256 2.8090
H -0.0943 -1.9447 3.6345
H -2.2554 -3.7940 4.7087
H -2.2978 -2.0228 4.6028
H 0.2884 -4.2840 6.6759
H 1.1153 -2.7730 6.1541
C -4.3356 -2.7810 2.2415
C -4.3222 -4.2776 1.8719
C -3.9262 -4.2489 0.3302
O -4.0962 -2.8491 -0.0560
C -4.8010 -2.1514 0.9545
H -3.3507 -2.3410 2.3982
H -5.0453 -2.4785 3.0115
H -5.3546 -4.5758 2.0549
H -3.7645 -4.9194 2.5539
H -4.6564 -4.8190 -0.2441
H -2.9202 -4.6677 0.3025
H -5.8696 -2.2353 0.7563
H -4.5746 -1.0886 0.8690
*
```

Atom charges from the Mulliken analysis, given in e for atoms 1 to 5: -0.66, 0.53, -0.51, 0.21, 0.13

=====

Entry 3:
ORCA calculation (the ωB97M-V functional and the def2-TZVPD basis) on a 2-piece molecular cluster, C6H14O2 overall in a non-equilibrium geometry.

Output
Structure (SMILES) = C=CCCCCO.O
Energy relative to the best compared isomer or geometry (same formula, charge and spin) = 75.3 kcal/mol
E_HOMO = -0.3634 hartree
Frontier orbital gap = 0.394 Ha

```
! RIJCOSX wB97M-V def2-TZVPD def2/J DEFGRID3
* xyz 0 1
C 0.7102 1.1184 -2.0965
C 0.0637 0.9176 -0.9884
C 0.7458 0.6172 0.2729
C -0.0081 -0.1238 1.3522
C -0.9714 -1.1463 0.6867
C -0.3364 -2.2820 -0.1041
O 0.6105 -3.0129 0.6679
H 1.7133 0.9813 -1.9260
H 0.5207 1.3714 -3.1751
H -1.0590 1.0015 -1.0111
H 1.0258 1.5005 0.8682
H 1.7715 0.2244 -0.0422
H -0.5868 0.5872 1.8835
H 0.7366 -0.5689 2.0136
H -1.7399 -0.4363 0.0237
H -1.6269 -1.6243 1.5206
H 0.3612 -1.9840 -0.8836
H -1.1848 -3.0343 -0.5928
H 0.2385 -3.2161 1.5127
O -0.6279 3.5736 0.0121
H -0.7456 3.3134 -0.8503
H -0.5080 2.7918 0.4824
*
```

Atom charges from the natural (NBO) analysis, given in e for atoms 1 to 5: -0.39, -0.20, -0.47, -0.40, -0.43

=====

Entry 4:
ORCA calculation (the ωB97M-V functional and the def2-TZVPD basis) on C48H38BiF9N3O7PS2 as an isolated structure in a non-equilibrium geometry.

Output
Energy relative to the best compared isomer or geometry (same formula, charge and spin) = 44.2 kcal/mol
E_HOMO = -0.3052 hartree
Frontier orbital gap = 0.291 Ha

```
! RIJCOSX wB97M-V def2-TZVPD def2/J DEFGRID3
* xyz 0 1
Bi -0.5727 1.8840 -1.5390
F 0.2806 -5.5322 3.2497
C 0.9888 -5.0032 2.2639
F 2.3044 -5.1294 2.6096
F 0.8910 -5.8288 1.2398
C 0.5724 -3.5807 1.9725
C -0.0788 -2.9150 2.9435
C -0.4522 -1.5946 2.7770
C -0.0955 -0.9690 1.5794
C 0.4568 -1.6550 0.5205
C 0.7739 -3.0017 0.7421
P -0.4389 0.8051 1.3100
C -1.9325 1.3477 2.1338
C -2.9284 0.4540 2.5573
C -4.0665 0.9499 3.1385
C -4.2078 2.3169 3.3130
C -3.1783 3.1799 2.9815
C -2.0425 2.7209 2.3713
C -5.5416 2.8400 3.7308
F -6.5407 1.8974 3.9403
F -5.4303 3.5292 4.8942
F -6.0124 3.6907 2.7664
C 1.0658 1.5056 2.2286
C 1.6614 2.5544 1.5748
C 2.8738 3.0316 1.9296
C 3.5856 2.4601 3.0123
C 2.9861 1.3725 3.6427
C 1.7671 0.8786 3.2257
C 4.9162 2.9891 3.4948
F 5.7066 3.3289 2.4937
F 5.6132 2.1499 4.2507
F 4.7680 4.1152 4.1795
H -0.4030 -3.2846 3.8827
H -0.9399 -1.0039 3.5872
H 0.5764 -1.3287 -0.5074
H 1.2774 -3.6084 -0.0109
H -2.9022 -0.5644 2.2999
H -4.8055 0.2005 3.4649
H -3.2170 4.2216 3.2323
H -1.2969 3.4018 2.0104
H 1.1930 3.0983 0.7487
H 3.2876 3.8744 1.3716
H 3.4727 0.8484 4.4642
H 1.4021 -0.0559 3.5661
O -0.6930 3.6934 -0.1095
S -1.5867 4.5630 -1.0922
O -2.8595 4.5967 -0.4741
O -1.7001 3.6719 -2.3688
O -0.8844 5.7318 -1.4774
O 2.0585 -0.6130 -2.4270
S 3.3727 -0.0350 -2.7309
C 4.3972 -0.1122 -1.2913
C 3.7735 -0.0655 -0.0318
C 4.5369 0.0244 1.0827
C 5.8881 -0.0952 0.9627
C 6.4813 -0.2665 -0.2996
C 5.7852 -0.2448 -1.4668
C 3.1037 1.8078 -2.7007
C 3.3618 2.7311 -1.7442
C 2.7353 3.9762 -1.7649
C 1.9569 4.3769 -2.8490
C 1.8648 3.5310 -3.9354
C 2.3844 2.2060 -3.8374
H 2.6889 -0.0853 -0.0287
H 4.1044 0.0291 2.0606
H 6.4673 -0.0947 1.8811
H 7.5761 -0.4834 -0.4659
H 6.3091 -0.3922 -2.3933
H 4.0132 2.4570 -0.8847
H 2.8299 4.7443 -1.0144
H 1.5850 5.3440 -2.8843
H 1.3733 3.8923 -4.8083
H 2.1533 1.5599 -4.5990
C -3.0457 -5.6528 2.3505
C -2.5696 -5.0145 1.0452
C -1.9902 -5.6980 0.0293
C -1.5841 -5.0559 -1.1577
C -1.8196 -3.6976 -1.3304
N -1.3841 -2.8503 -2.4328
C -0.8665 -3.4488 -3.6172
O -0.3377 -4.5389 -3.6405
N -0.8744 -2.6568 -4.7176
C -1.2315 -1.3372 -4.7917
C -2.0409 -0.8676 -5.7673
C -2.4260 0.4537 -5.7726
C -1.9806 1.2198 -4.7437
N -1.1213 0.8513 -3.8224
C -0.6288 -0.4471 -3.8973
C -2.3259 -2.9329 -0.2529
C -2.6836 -3.6013 0.9070
H -2.2082 -6.2110 2.7918
H -3.8887 -6.3890 2.2610
H -3.2343 -4.8925 3.0516
H -1.8521 -6.7745 0.0988
H -1.0848 -5.5445 -1.9300
H -1.9215 -1.9533 -2.4471
H -0.7498 -3.2189 -5.4997
H -2.4818 -1.6183 -6.3851
H -3.0401 0.8975 -6.5850
H -2.3938 2.1842 -4.5070
H 0.1159 -0.6586 -3.0850
H -2.3912 -1.8385 -0.4077
H -3.0129 -3.0399 1.8410
C -3.7877 1.5617 -0.7517
C -2.6628 0.8188 -1.3734
O -2.8361 -0.3343 -1.7113
H -4.7691 1.0391 -0.8424
H -3.7250 2.5683 -1.1769
H -3.5799 1.6388 0.3248
*
```

Atom charges from the Mulliken analysis, given in e for atoms 1 to 5: 2.34, -0.28, 0.49, -0.31, -0.24

=====

> What is the formula in the third record?

C6H14O2